DFT (ωB97M-V/def2-TZVPD) results for a cluster of 10 separate species, C39H94BN6O21 in total.

```
161
Properties=species:S:1:pos:R:3:mulliken_charge:R:1
O 2.41017 -2.80339 1.22439 -0.81
C 2.09515 -1.68352 1.60861 0.13
O 0.91376 -1.14986 1.47580 -0.67
B 0.96602 0.19584 2.02058 1.45
O 2.32488 0.23428 2.55448 -0.64
C 3.00886 -0.85203 2.40703 0.51
O 4.14173 -1.19779 2.73116 -0.86
O -0.03102 0.54728 3.01582 -0.50
C -0.73255 1.66911 2.78365 0.15
O -1.68734 2.13391 3.33851 -0.67
C -0.20362 2.11114 1.38555 0.25
O 0.73003 1.20875 0.97342 -0.18
O -0.64253 2.99382 0.65208 -0.24
C 0.88902 2.95073 -2.39375 0.57
O 1.15552 2.71240 -3.74987 -0.67
H -0.19351 2.86902 -2.29608 -0.16
H 1.36082 2.37098 -1.60041 -0.07
H 1.04063 4.00186 -2.14826 -0.19
H 0.31045 2.34594 -4.02035 0.66
C 4.40927 -3.91407 4.71842 -0.28
O 4.38976 -4.59468 5.86788 -0.61
H 4.84158 -2.92155 4.84535 0.33
H 5.03440 -4.41126 3.97673 0.04
H 3.43475 -3.81557 4.24019 0.16
H 4.03201 -5.44731 5.60975 0.33
C -5.01301 2.25205 2.77122 -0.25
O -5.35250 3.34138 1.92808 -0.62
H -4.71073 2.61372 3.75403 0.30
H -5.80101 1.54347 3.02628 0.20
H -4.23436 1.70887 2.23572 -0.04
H -4.57164 3.89853 1.89006 0.33
C -1.56653 -2.21955 5.41026 -0.75
O -2.72102 -2.39108 4.56095 -0.37
C -3.30458 -1.16461 4.17045 0.06
C -4.41056 -1.45032 3.10468 -0.44
N -5.61949 -1.81614 3.88686 -0.31
C -6.86334 -1.73955 3.04755 -0.64
C -8.18957 -2.38780 3.78269 -0.45
O -9.38346 -2.40675 2.96739 -0.34
C -10.37776 -3.34799 3.27933 -0.64
H -0.58708 -2.15074 4.93695 0.22
H -1.49991 -3.06759 6.09181 0.31
H -1.57188 -1.35352 6.07211 0.34
H -2.56264 -0.58964 3.61637 -0.10
H -3.78858 -0.65043 5.00079 0.29
H -4.09640 -2.24125 2.42363 0.44
H -4.50689 -0.58628 2.44721 0.10
H -5.63628 -2.79623 4.13023 0.25
H -6.68160 -2.30611 2.13427 0.31
H -6.98691 -0.72960 2.65660 0.33
H -8.48028 -1.82073 4.66700 0.28
H -7.86929 -3.40413 4.01202 0.34
H -10.26267 -3.96697 2.38955 0.24
H -11.35419 -2.86548 3.32244 0.21
H -10.19871 -3.86203 4.22368 0.31
C -0.11837 1.93684 -6.28221 -0.85
O -0.81189 1.71902 -5.00205 -0.46
C -1.05295 0.38387 -4.54747 -0.76
C -1.54730 0.18767 -3.08620 -0.10
N -2.66179 1.06474 -2.92987 -0.48
C -3.18700 0.92790 -1.51947 -0.13
C -4.18237 2.06008 -1.22317 -0.94
O -3.42422 3.27096 -1.08033 0.18
C -4.27682 4.41242 -1.29113 -0.99
H 0.07563 3.00614 -6.36607 0.28
H -0.78769 1.66941 -7.09989 0.30
H 0.85633 1.44895 -6.28685 0.29
H -0.16015 -0.20138 -4.76768 0.33
H -1.90147 0.04417 -5.14136 0.38
H -0.85504 0.34395 -2.25889 -0.02
H -1.79457 -0.85507 -2.88711 0.46
H -2.47773 2.05703 -2.96976 0.34
H -2.38895 1.20818 -0.83196 -0.08
H -3.61522 -0.00749 -1.15922 0.44
H -4.69428 1.58054 -0.38885 0.37
H -4.84021 2.22046 -2.07735 0.39
H -4.97824 4.36533 -0.45812 0.32
H -4.92522 4.38898 -2.16698 0.48
H -3.68215 5.32372 -1.35431 0.16
C 1.08653 -3.95346 -9.10408 -0.68
O 1.12321 -5.27238 -8.54187 -0.44
C 1.40821 -5.18769 -7.18021 -0.34
C 2.99004 -5.12661 -6.93093 -0.92
N 3.56889 -3.79553 -6.91294 -0.28
C 2.90670 -2.73288 -6.03886 -0.61
C 2.72319 -3.14547 -4.56180 -0.45
O 2.67386 -2.10954 -3.63217 -0.17
C 2.11507 -2.47615 -2.37699 -0.73
H 0.35921 -3.29524 -8.62886 0.27
H 0.77306 -4.03865 -10.14456 0.30
H 2.04391 -3.43240 -9.10205 0.24
H 1.01203 -6.16765 -6.91406 0.32
H 0.82439 -4.40269 -6.69955 0.38
H 3.50725 -5.50744 -7.81159 0.49
H 3.27023 -5.61275 -5.99645 0.27
H 4.10703 -3.52218 -7.72275 0.30
H 1.99999 -2.36669 -6.52040 0.19
H 3.45528 -1.79398 -6.11376 0.48
H 3.57559 -3.74282 -4.23821 0.25
H 1.84368 -3.78209 -4.46542 0.29
H 1.47983 -1.64868 -2.06095 -0.02
H 2.90451 -2.73291 -1.67061 0.34
H 1.44244 -3.33258 -2.42380 0.50
C 1.95286 6.42218 -0.78227 -1.31
O 2.02943 5.41949 0.15138 0.43
C 2.95860 5.76366 1.18618 -1.10
C 3.09021 4.48539 2.06411 -0.11
N 4.16097 3.52296 1.73366 -0.47
C 3.99100 2.95819 0.40124 0.38
C 5.18801 1.96190 0.25696 -1.02
O 5.56463 1.54540 -1.05216 -0.47
C 4.54120 1.08229 -1.83973 -0.42
H 2.88527 6.40102 -1.34641 0.50
H 1.81551 7.41508 -0.35404 0.36
H 1.15237 6.19380 -1.48595 0.22
H 2.62185 6.57309 1.83386 0.50
H 3.94476 5.99490 0.78351 0.48
H 2.17925 3.92496 1.85392 -0.16
H 3.19781 4.64882 3.13640 0.43
H 4.29208 2.78739 2.41327 0.37
H 4.22637 3.70231 -0.35966 0.28
H 3.04832 2.52165 0.07127 -0.23
H 5.23009 1.16396 0.99832 0.41
H 6.03296 2.62117 0.45579 0.41
H 5.07906 0.82994 -2.75358 0.24
H 3.86106 1.90086 -2.07515 0.14
H 4.01967 0.23823 -1.38844 0.32
C -0.99007 6.46260 1.97904 -1.50
C -2.45523 6.14702 2.19617 0.55
C -3.34213 7.29555 1.51946 -0.72
O -3.08663 8.57989 2.09988 -0.42
C -3.83144 8.85186 3.26989 -0.68
N -2.66432 4.87049 1.59077 0.15
H -0.33093 5.59450 1.98511 0.20
H -0.71219 7.21902 2.71300 0.49
H -0.85788 6.81977 0.95774 0.29
H -2.69333 6.07863 3.25765 0.51
H -4.42203 7.17105 1.59962 0.41
H -3.16050 7.32570 0.44512 0.19
H -3.62055 9.88781 3.53526 0.28
H -3.65476 8.07862 4.01755 0.29
H -4.91831 8.90739 3.20870 0.28
H -2.39691 4.89393 0.61710 -0.27
H -2.07955 4.10049 1.88277 -0.12
C 4.19515 -5.60791 1.57247 -1.10
C 4.14861 -6.98509 2.21600 0.38
C 5.48641 -7.70262 2.21737 -0.72
O 5.82192 -7.84988 0.80690 -0.30
C 7.19888 -8.21015 0.63113 -0.83
N 3.53360 -6.90817 3.55739 -0.51
H 4.46852 -5.51370 0.52153 0.38
H 4.93674 -4.97878 2.06477 0.18
H 3.28352 -5.02027 1.68066 0.26
H 3.48626 -7.64300 1.65336 0.24
H 5.31718 -8.62554 2.77207 0.29
H 6.16791 -7.13109 2.84747 0.34
H 7.28087 -8.85204 -0.24601 0.27
H 7.74670 -8.74285 1.40844 0.33
H 7.62383 -7.31602 0.17498 0.30
H 3.22422 -7.84559 3.77102 0.24
H 2.67529 -6.40572 3.38148 0.28
```

Calculated values
Net charge: -2
Strongest force on any atom, eV/Å: 6.25
LUMO (spin up / spin down), eV: 3.36 / 3.36
HOMO-LUMO gap (spin up / spin down), eV: 1.401 / 5.423
2S+1: 2
HOMO energy (spin up / spin down), eV: 2.0 / -2.1